Version i
ORCA calculation (ωB97M-V with the def2-TZVPD basis set) on one molecule with the formula C3H6N2O3.

Each line ends with the Löwdin charge.
Atoms and positions in Å:
C1 1.343 0.793 -0.032  -0.2355
C2 0.727 -1.392 0.109  -0.3123
C3 -1.769 0.030 -0.016  -0.1608
H1 2.112 1.434 -0.419  0.1254
H2 1.371 1.005 1.122  0.1723
H3 0.290 -1.166 1.141  0.1628
H4 1.224 -2.348 0.129  0.1342
H5 -2.805 0.288 0.261  0.1338
H6 -1.535 2.001 -0.189  0.1153
N1 -1.522 -1.214 -0.255  0.0475
N2 -1.007 1.191 -0.046  0.0028
O1 1.670 -0.477 -0.311  -0.0253
O2 -0.267 -1.447 -0.762  -0.0929
O3 0.168 1.302 -0.734  -0.0674

As for the SMILES: C1=N\OCOCON/1. The HOMO energy comes out at -9.04 eV. The total charge is 0. The LUMO energy comes out at 0.02852 Eh.

***

Version ii
ORCA calculation (ωB97M-V with the def2-TZVPD basis set) on C3H6N2O3 as an isolated structure.

Each line ends with the Löwdin charge.
Atoms and positions in Å:
C1 -1.168 -0.433 -0.324  -0.6200
C2 -0.263 0.498 0.316  -0.1988
C3 1.776 -0.918 0.416  -0.0864
H1 -3.492 -0.365 0.184  0.2210
H2 -2.708 1.027 0.605  0.2295
H3 -0.287 1.465 -0.422  0.2050
H4 -0.498 0.596 1.450  0.1711
H5 2.811 0.993 -1.345  0.3109
H6 1.362 -1.776 1.087  0.1654
N1 -2.413 0.070 -0.331  0.0312
N2 1.012 0.164 -0.007  -0.1627
O1 -0.948 -1.598 -0.729  0.0590
O2 1.792 1.362 -0.601  -0.1281
O3 3.022 -1.085 -0.299  -0.1970

The HOMO energy comes out at -9.43 eV. The total charge is 0. The LUMO energy comes out at -0.01747 Eh.

***

Last place for stability: version ii

***

Version i
ORCA calculation (ωB97M-V with the def2-TZVPD basis set) on one molecule with the formula C3H6N2O3.

Each line ends with the Löwdin charge.
Atoms and positions in Å:
O1 -2.173 1.029 0.359  0.0984
C1 -1.120 0.504 0.051  -0.4463
C2 -0.975 -1.007 -0.073  -0.1791
N1 0.303 -1.370 -0.648  0.0181
C3 1.302 1.203 0.144  -0.5947
O2 2.222 1.401 -0.614  0.1115
N2 -0.032 1.289 -0.280  0.1451
H1 -1.067 -1.453 0.930  0.1255
H2 -1.855 -1.341 -0.644  0.1311
H3 0.196 -1.911 -1.500  0.0834
H4 -0.160 1.855 -1.111  0.1683
O3 1.509 1.171 1.459  0.1370
H5 0.880 -1.885 0.009  0.0822
H6 0.970 0.516 1.917  0.1193

As for the SMILES: NCC(=O)NC(=O)O. The HOMO energy comes out at -9.88 eV. The total charge is 0. The LUMO energy comes out at 0.00992 Eh.

***

Version ii
ORCA calculation (ωB97M-V with the def2-TZVPD basis set) on one molecule with the formula C3H6N2O3.

Each line ends with the Löwdin charge.
Atoms and positions in Å:
C1 0.747 1.456 -0.906  -0.3673
C2 -0.607 -0.065 1.085  -0.4173
N1 0.197 -0.969 1.664  0.1756
C3 -0.703 -0.414 -0.750  -0.3619
O1 1.385 1.133 0.250  -0.0623
O2 -0.953 -1.759 -0.911  0.0170
N2 0.494 0.040 -1.153  0.1360
O3 -1.408 0.694 1.512  0.1376
H1 -0.109 -2.186 -1.122  0.1069
H2 1.023 -1.194 1.122  0.1108
H3 0.328 -0.832 2.659  0.1277
H4 -0.165 2.071 -0.794  0.1235
H5 1.377 1.853 -1.715  0.1152
H6 -1.605 0.174 -0.941  0.1585

The HOMO energy (alpha / beta) comes out at -9.64 / -8.82 eV. The total charge is 0. The LUMO energy (alpha / beta) comes out at -0.05284 / -0.04634 Eh.

***

Last place for stability: version ii

***

Version i
ORCA calculation (ωB97M-V with the def2-TZVPD basis set) on one molecule with the formula C3H6N2O3.

Each line ends with the Löwdin charge.
Atoms and positions in Å:
C1 1.574 -0.343 0.447  -0.0963
C2 -0.763 0.569 1.081  -0.6529
C3 -1.027 -0.242 -1.046  -0.2597
N1 -0.582 -0.750 -2.188  0.1670
O1 0.473 0.449 0.028  -0.1902
O2 -0.999 1.910 1.131  0.0903
N2 -1.853 0.032 -0.227  0.2467
O3 -0.738 -0.162 2.037  0.0706
H1 -1.368 2.081 2.009  0.1258
H2 0.052 -0.167 -2.719  0.1232
H3 -0.356 -1.736 -2.188  0.1228
H4 2.371 0.298 0.835  0.0873
H5 1.954 -0.890 -0.422  0.0795
H6 1.262 -1.049 1.223  0.0859

The HOMO energy comes out at -9.78 eV. The total charge is 0. The LUMO energy comes out at 0.01499 Eh.

***

Version ii
ORCA calculation (ωB97M-V with the def2-TZVPD basis set) on one molecule with the formula C3H6N2O3.

Each line ends with the Löwdin charge.
Atoms and positions in Å:
N1 1.177 0.491 -1.347  0.1906
C1 1.883 0.367 -0.233  -0.4566
C2 -0.680 -0.106 0.308  -0.6666
N2 -0.585 -1.385 -0.321  0.1298
C3 0.479 0.807 -0.094  -0.0808
O1 -0.695 -0.288 1.710  0.0330
O2 -1.849 0.547 -0.092  0.0332
O3 2.920 0.058 0.253  0.1278
H1 -0.784 0.562 2.155  0.1031
H2 -2.571 -0.091 -0.127  0.1060
H3 1.234 0.968 -2.227  0.1419
H4 0.365 -1.734 -0.300  0.0886
H5 -1.175 -2.047 0.172  0.0970
H6 0.280 1.850 0.143  0.1531

As for the SMILES: NC(O)(O)[C@@H]1NC1=O. The HOMO energy comes out at -9.92 eV. The total charge is 0. The LUMO energy comes out at 0.02408 Eh.

***

Version iii
ORCA calculation (ωB97M-V with the def2-TZVPD basis set) on one molecule with the formula C3H6N2O3.

Each line ends with the Löwdin charge.
Atoms and positions in Å:
C1 0.713 0.136 0.614  -0.4365
C2 1.994 0.817 0.207  -0.0273
C3 -1.441 -0.879 0.156  -0.4890
N1 -2.038 -1.036 -1.044  0.1730
O1 0.293 -0.890 -0.188  -0.0653
N2 -0.566 0.935 0.289  0.0057
O2 -0.522 1.970 -0.294  0.0943
O3 -1.776 -1.280 1.225  0.1164
H1 0.647 -0.106 1.686  0.1480
H2 -1.486 -0.852 -1.865  0.1086
H3 -2.744 -1.753 -1.102  0.1191
H4 2.832 0.159 0.432  0.0851
H5 1.983 1.023 -0.863  0.0835
H6 2.110 1.757 0.748  0.0843

As for the SMILES: C[C@@H](N=O)OC(N)=O. The HOMO energy comes out at -9.42 eV. The total charge is 0. The LUMO energy comes out at -0.01664 Eh.

***

Last place for stability: version iii

***

Version i
ORCA calculation (ωB97M-V with the def2-TZVPD basis set) on a 2-piece molecular cluster, C3H6N2O3 overall.

Each line ends with the Löwdin charge.
Atoms and positions in Å:
C1 0.735 -0.356 1.758  0.0109
N1 -0.474 0.521 -0.146  -0.2297
N2 -1.288 0.502 -1.268  0.0731
C2 -0.215 -0.578 0.616  -0.5308
C3 0.668 -0.722 -2.584  0.0460
O1 0.245 1.701 0.003  0.0175
O2 -0.793 -1.619 0.365  0.0439
O3 1.399 -0.926 -1.743  0.0857
H1 -0.399 2.412 0.149  0.1169
H2 -2.029 -0.172 -1.086  0.0964
H3 -0.768 0.143 -2.153  0.0128
H4 1.743 -0.224 1.368  0.0883
H5 0.708 -1.222 2.412  0.0866
H6 0.468 0.542 2.310  0.0824

The HOMO energy comes out at -9.16 eV. The total charge is 0. The LUMO energy comes out at 0.02871 Eh.

***

Version ii
ORCA calculation (ωB97M-V with the def2-TZVPD basis set) on a 2-piece molecular cluster, C3H6N2O3 overall.

Each line ends with the Löwdin charge.
Atoms and positions in Å:
C1 3.594 -0.630 -0.048  0.0342
C2 2.878 0.360 -0.097  -0.0031
C3 -0.598 0.126 0.108  -0.5047
N1 -0.229 1.364 0.139  0.1359
N2 -1.928 -0.351 0.187  -0.2016
O1 0.253 -0.867 -0.018  0.0848
O2 -2.857 0.684 0.017  0.0144
O3 -2.345 -1.569 -0.230  0.0827
H1 4.322 -1.419 -0.054  0.0280
H2 1.145 -0.563 0.303  0.0648
H3 2.158 1.152 -0.082  0.0122
H4 -1.064 1.920 0.128  0.0263
H5 -2.937 1.205 0.824  0.1105
H6 -2.393 -1.412 -1.176  0.1158

As for the SMILES: [H]/N=C(/O)N(O)O.C#C. The HOMO energy comes out at -9.32 eV. The total charge is 0. The LUMO energy comes out at 0.02214 Eh.

***

Last place for stability: version ii

***

Version i
ORCA calculation (ωB97M-V with the def2-TZVPD basis set) on a 2-piece molecular cluster, C2H8S3 overall.

Each line ends with the Löwdin charge.
Atoms and positions in Å:
S1 -1.433 -1.366 1.541  0.2409
S2 -1.392 -1.284 -0.512  0.1952
H1 -0.621 -2.425 1.687  -0.2076
H2 -0.296 -0.863 -1.178  -0.2454
C1 2.309 1.044 0.570  -0.4173
S3 0.805 1.555 -0.301  0.6909
C2 1.194 1.302 -2.065  -0.4102
H3 3.202 1.282 -0.016  0.0335
H4 2.381 1.715 1.416  0.0245
H5 2.296 -0.038 0.662  0.0285
H6 1.453 2.257 -2.507  0.0300
H7 0.547 0.546 -2.497  0.0078
H8 2.125 0.726 -2.050  0.0291

As for the SMILES: CSC.SS. The HOMO energy comes out at -8.48 eV. The total charge is 0. The LUMO energy comes out at 0.00836 Eh.

***

Version ii
ORCA calculation (ωB97M-V with the def2-TZVPD basis set) on a 2-piece molecular cluster, C2H8S3 overall.

Each line ends with the Löwdin charge.
Atoms and positions in Å:
S1 1.852 -1.657 2.859  0.2367
S2 0.791 -3.147 1.691  0.2407
H1 2.956 -1.824 2.141  -0.2332
H2 -0.247 -2.317 1.709  -0.2497
C1 0.374 0.666 -1.885  -0.4299
S3 0.290 1.248 -0.170  0.7195
C2 -1.492 1.358 0.081  -0.4400
H3 1.103 1.263 -2.417  0.0199
H4 0.541 -0.409 -1.964  0.0267
H5 -0.581 0.732 -2.412  0.0314
H6 -1.792 0.370 0.435  0.0198
H7 -2.106 1.517 -0.804  0.0337
H8 -1.690 2.201 0.735  0.0246

As for the SMILES: CSC.SS. The HOMO energy comes out at -8.45 eV. The total charge is 0. The LUMO energy comes out at 0.00130 Eh.

***

Last place for stability: version i

***

Version i
ORCA calculation (ωB97M-V with the def2-TZVPD basis set) on C4H4N2O as an isolated structure.

Each line ends with the Löwdin charge.
Atoms and positions in Å:
N1 -1.570 -2.505 0.805  0.1800
C1 -1.439 -1.523 0.204  -0.1449
C2 -1.345 -0.268 -0.535  -0.2673
O1 -1.077 0.775 0.034  -0.0111
C3 0.871 1.035 0.595  -0.0304
C4 1.357 0.129 -0.395  -0.3465
N2 2.505 0.448 -0.097  0.1971
H1 -1.591 -0.290 -1.600  0.1318
H2 0.832 -0.589 -1.035  0.0997
H3 0.769 2.096 0.418  0.0941
H4 0.687 0.693 1.608  0.0974

The HOMO energy (alpha / beta) comes out at -9.38 / -9.38 eV. The total charge is 0. The LUMO energy (alpha / beta) comes out at -0.04279 / -0.04278 Eh.

***

Version ii
ORCA calculation (ωB97M-V with the def2-TZVPD basis set) on a 2-piece molecular cluster, C4H4N2O overall.

Each line ends with the Löwdin charge.
Atoms and positions in Å:
N1 2.437 0.728 0.433  0.1833
C1 1.654 -0.038 0.045  -0.2215
C2 0.787 -1.026 -0.473  -0.1478
O1 -0.479 -1.116 -0.190  -0.0409
C3 -1.292 -0.362 0.488  -0.1472
C4 -0.900 0.776 1.226  -0.2215
N2 -0.663 1.716 1.867  0.1833
H1 1.147 -1.822 -1.106  0.1290
H2 -0.250 0.732 -1.894  0.0758
H3 -0.887 0.983 -1.596  0.0784
H4 -2.312 -0.717 0.488  0.1291

The HOMO energy (alpha / beta) comes out at -9.13 / -9.12 eV. The total charge is 0. The LUMO energy (alpha / beta) comes out at -0.04727 / -0.04741 Eh.

***

Version iii
ORCA calculation (ωB97M-V with the def2-TZVPD basis set) on one molecule with the formula C4H4N2O.

Each line ends with the Löwdin charge.
Atoms and positions in Å:
N1 -0.225 -2.959 0.568  0.1544
C1 -0.541 -1.906 0.208  -0.1615
C2 -0.776 -0.564 -0.360  -0.2076
O1 -0.868 0.448 0.611  -0.1059
C3 0.297 1.259 0.656  -0.1644
C4 1.259 1.021 -0.425  -0.2394
N2 2.245 1.286 -0.966  0.1915
H1 -1.648 -0.559 -1.028  0.1390
H2 0.159 -0.331 -0.977  0.1100
H3 0.035 2.320 0.552  0.1411
H4 0.882 1.118 1.575  0.1429

As for the SMILES: N#CCOCC#N. The HOMO energy comes out at -11.52 eV. The total charge is 0. The LUMO energy comes out at 0.00583 Eh.

***

Version iv
ORCA calculation (ωB97M-V with the def2-TZVPD basis set) on one molecule with the formula C4H4N2O.

Each line ends with the Löwdin charge.
Atoms and positions in Å:
C1 -0.792 -1.954 -1.577  0.0286
C2 -0.362 0.948 0.903  -0.0382
C3 -0.288 1.575 2.113  -0.1431
C4 -0.286 -1.102 -0.772  -0.3943
N1 0.540 -1.214 -1.963  0.0366
N2 -0.025 2.393 2.981  0.1511
O1 -0.194 -0.447 0.402  -0.0014
H1 -1.627 -2.597 -2.020  0.1187
H2 -0.589 1.732 0.201  0.1051
H3 1.343 -1.879 -1.881  0.0672
H4 -0.671 2.886 3.570  0.0698

As for the SMILES: N=C=COC1=CN1. The HOMO energy comes out at -8.18 eV. The total charge is 0. The LUMO energy comes out at 0.01486 Eh.

***

Last place for stability: version iv